(1)
The following is a DFT calculation (ωB97M-V with the def2-TZVPD basis set) of C32H37AsHfN7O6S7Sb as an isolated structure at a distorted geometry.

Element x y z (Å)
1 Hf -1.525 -0.329 0.759
2 S -1.559 3.742 3.176
3 As -2.473 2.318 1.936
4 S -1.187 1.979 0.061
5 S -2.506 0.270 2.937
6 S -4.444 2.803 1.376
7 S 0.652 0.761 2.612
8 C 1.706 1.270 1.447
9 N 2.235 2.476 1.336
10 C 3.252 2.716 0.316
11 C 4.194 1.547 0.296
12 N 3.417 0.332 0.017
13 C 4.106 -0.727 -0.724
14 C 4.311 -0.368 -2.178
15 C 3.268 0.172 -2.925
16 C 3.456 0.489 -4.262
17 C 4.690 0.266 -4.866
18 C 5.733 -0.269 -4.124
19 C 5.544 -0.580 -2.782
20 C 2.167 0.236 0.435
21 S 1.141 -0.987 -0.044
22 C 1.847 3.606 2.201
23 C 3.011 4.052 3.049
24 C 3.397 3.275 4.140
25 C 4.492 3.640 4.910
26 C 5.213 4.789 4.597
27 C 4.830 5.572 3.518
28 C 3.732 5.202 2.747
29 H 3.789 3.627 0.566
30 H 2.780 2.841 -0.663
31 H 4.720 1.454 1.249
32 H 4.924 1.665 -0.503
33 H 3.523 -1.638 -0.625
34 H 5.071 -0.886 -0.241
35 H 2.301 0.332 -2.460
36 H 2.638 0.909 -4.835
37 H 4.836 0.512 -5.911
38 H 6.699 -0.437 -4.586
39 H 6.363 -0.993 -2.202
40 H 1.006 3.284 2.810
41 H 1.483 4.407 1.558
42 H 2.821 2.388 4.390
43 H 4.779 3.034 5.761
44 H 6.064 5.077 5.202
45 H 5.381 6.473 3.277
46 H 3.420 5.826 1.916
47 O -1.995 -2.285 0.007
48 C -1.656 -2.777 1.136
49 O -0.985 -2.052 1.920
50 C -2.097 -4.136 1.538
51 C -2.086 -4.485 2.880
52 C -2.536 -5.739 3.227
53 C -2.977 -6.656 2.298
54 C -2.965 -6.271 0.975
55 C -2.544 -5.025 0.571
56 N -3.434 -7.242 -0.049
57 O -3.423 -6.879 -1.203
58 O -3.786 -8.332 0.344
59 N -2.551 -6.125 4.663
60 O -2.887 -7.259 4.927
61 O -2.257 -5.270 5.467
62 H -1.737 -3.793 3.634
63 H -3.319 -7.635 2.596
64 H -2.566 -4.748 -0.474
65 C -0.248 1.255 -3.294
66 Sb -1.144 -0.497 -2.452
67 C -2.591 -0.708 -4.015
68 C 0.181 -1.931 -3.369
69 H 0.154 1.009 -4.279
70 H 0.538 1.650 -2.650
71 H -1.020 2.020 -3.393
72 H -2.048 -0.899 -4.944
73 H -3.177 0.202 -4.118
74 H -3.262 -1.543 -3.805
75 H 0.577 -1.515 -4.298
76 H -0.400 -2.827 -3.602
77 H 1.004 -2.202 -2.710
78 C -5.593 3.118 -2.149
79 C -5.222 1.692 -2.568
80 C -4.966 0.810 -1.387
81 N -3.820 0.389 -1.012
82 N -3.822 -0.273 0.195
83 C -5.023 -0.362 0.713
84 N -5.285 -0.940 1.906
85 S -6.233 0.328 -0.290
86 H -5.727 3.744 -3.033
87 H -4.812 3.544 -1.517
88 H -6.521 3.133 -1.574
89 H -4.309 1.706 -3.157
90 H -6.017 1.259 -3.181
91 H -4.516 -0.824 2.565
92 H -6.195 -0.756 2.296

Summary:
Spin multiplicity: 1
Molecular weight (g mol⁻¹): 1215.33
Net charge: 0
HOMO (Eh): -0.2508
DFT total energy (Eh): -7387.7208

Charges in e, computed with Löwdin, in the same order as the atoms: atom 1 (Hf): 0.78, atom 2 (S): -0.04, atom 3 (As): -0.38, atom 4 (S): 0.03, atom 5 (S): 0.13, atom 6 (S): -0.01, atom 7 (S): 0.68, atom 8 (C): -0.75, atom 9 (N): -0.07, atom 10 (C): -0.09, atom 11 (C): -0.08, atom 12 (N): -0.09, atom 13 (C): -0.11, atom 14 (C): -0.21, atom 15 (C): -0.04, atom 16 (C): -0.07, atom 17 (C): -0.08, atom 18 (C): -0.08, atom 19 (C): -0.04, atom 20 (C): -0.65, atom 21 (S): 0.71, atom 22 (C): -0.13, atom 23 (C): -0.21, atom 24 (C): -0.03, atom 25 (C): -0.08, atom 26 (C): -0.09, atom 27 (C): -0.08, atom 28 (C): -0.05, atom 29 (H): 0.13, atom 30 (H): 0.14, atom 31 (H): 0.15, atom 32 (H): 0.14, atom 33 (H): 0.09, atom 34 (H): 0.13, atom 35 (H): 0.07, atom 36 (H): 0.10, atom 37 (H): 0.10, atom 38 (H): 0.11, atom 39 (H): 0.11, atom 40 (H): 0.00, atom 41 (H): 0.14, atom 42 (H): 0.11, atom 43 (H): 0.10, atom 44 (H): 0.10, atom 45 (H): 0.10, atom 46 (H): 0.11, atom 47 (O): -0.19, atom 48 (C): -0.58, atom 49 (O): -0.19, atom 50 (C): -0.08, atom 51 (C): 0.10, atom 52 (C): -0.10, atom 53 (C): 0.10, atom 54 (C): -0.10, atom 55 (C): 0.09, atom 56 (N): -0.35, atom 57 (O): 0.10, atom 58 (O): 0.10, atom 59 (N): -0.35, atom 60 (O): 0.10, atom 61 (O): 0.10, atom 62 (H): 0.14, atom 63 (H): 0.14, atom 64 (H): 0.14, atom 65 (C): -0.33, atom 66 (Sb): 1.26, atom 67 (C): -0.31, atom 68 (C): -0.33, atom 69 (H): 0.00, atom 70 (H): -0.02, atom 71 (H): 0.01, atom 72 (H): 0.01, atom 73 (H): -0.02, atom 74 (H): 0.01, atom 75 (H): 0.00, atom 76 (H): 0.00, atom 77 (H): -0.03, atom 78 (C): -0.10, atom 79 (C): -0.23, atom 80 (C): -0.62, atom 81 (N): -0.06, atom 82 (N): -0.16, atom 83 (C): -0.75, atom 84 (N): 0.10, atom 85 (S): 1.09, atom 86 (H): 0.07, atom 87 (H): 0.05, atom 88 (H): 0.07, atom 89 (H): 0.09, atom 90 (H): 0.11, atom 91 (H): -0.01, atom 92 (H): 0.10

(2)
The following is a DFT calculation (ωB97M-V with the def2-TZVPD basis set) of C20H41B3N2O3 as an isolated structure at a distorted geometry.

Element x y z (Å)
1 C 1.015 -4.178 1.415
2 C -0.038 -3.581 0.518
3 C -0.944 -4.415 -0.136
4 C -1.920 -3.854 -0.950
5 C -2.023 -2.469 -1.127
6 C -3.174 -1.995 -1.991
7 B -4.428 -2.205 -1.075
8 O -4.704 -1.256 -0.090
9 B -4.957 -1.804 1.145
10 O -5.371 -3.118 1.268
11 B -5.275 -3.910 0.148
12 O -5.221 -3.344 -1.118
13 C -1.111 -1.641 -0.495
14 C -0.139 -2.210 0.320
15 H 0.640 -5.083 1.882
16 H 1.305 -3.505 2.214
17 H 1.876 -4.460 0.813
18 H -0.899 -5.483 -0.002
19 H -2.619 -4.512 -1.445
20 H -3.257 -2.634 -2.863
21 H -3.119 -0.941 -2.248
22 H -4.801 -1.119 2.103
23 H -5.203 -5.094 0.226
24 H -1.165 -0.572 -0.624
25 H 0.555 -1.557 0.831
26 C -3.798 5.314 -0.275
27 C -2.704 5.165 -1.321
28 N -1.620 4.303 -0.890
29 C -0.439 4.391 -1.730
30 C -0.553 3.936 -3.190
31 C -2.008 2.967 -0.475
32 C -2.772 2.093 -1.477
33 H -3.380 5.631 0.681
34 H -4.517 6.068 -0.599
35 H -4.349 4.385 -0.121
36 H -2.283 6.155 -1.516
37 H -3.160 4.831 -2.267
38 H 0.369 3.833 -1.247
39 H -0.112 5.436 -1.724
40 H -0.611 2.852 -3.278
41 H 0.334 4.256 -3.742
42 H -1.420 4.371 -3.688
43 H -2.620 3.058 0.426
44 H -1.111 2.437 -0.145
45 H -3.590 2.632 -1.956
46 H -3.203 1.235 -0.954
47 H -2.121 1.689 -2.253
48 C 4.664 -1.246 3.886
49 C 4.744 -1.565 2.400
50 N 3.822 -0.782 1.600
51 C 3.662 -1.282 0.247
52 C 4.878 -1.260 -0.687
53 C 3.935 0.659 1.739
54 C 5.292 1.308 1.439
55 H 3.637 -1.331 4.246
56 H 5.279 -1.950 4.447
57 H 5.028 -0.243 4.111
58 H 4.487 -2.620 2.265
59 H 5.789 -1.457 2.069
60 H 2.842 -0.735 -0.229
61 H 3.310 -2.316 0.321
62 H 5.117 -0.252 -1.024
63 H 4.664 -1.854 -1.578
64 H 5.764 -1.687 -0.216
65 H 3.654 0.922 2.763
66 H 3.169 1.123 1.113
67 H 6.116 0.777 1.917
68 H 5.300 2.330 1.822
69 H 5.495 1.365 0.370

Summary:
Spin multiplicity: 1
Molecular weight (g mol⁻¹): 389.99
Net charge: 0
HOMO (Eh): -0.2988
DFT total energy (Eh): -1196.6921

Charges in e, computed with Löwdin, in the same order as the atoms: atom 1 (C): -0.05, atom 2 (C): -0.27, atom 3 (C): -0.03, atom 4 (C): -0.03, atom 5 (C): -0.23, atom 6 (C): 0.00, atom 7 (B): -0.55, atom 8 (O): 0.25, atom 9 (B): -0.33, atom 10 (O): 0.23, atom 11 (B): -0.34, atom 12 (O): 0.26, atom 13 (C): -0.01, atom 14 (C): -0.04, atom 15 (H): 0.07, atom 16 (H): 0.07, atom 17 (H): 0.08, atom 18 (H): 0.11, atom 19 (H): 0.12, atom 20 (H): 0.12, atom 21 (H): 0.11, atom 22 (H): 0.12, atom 23 (H): 0.12, atom 24 (H): 0.11, atom 25 (H): 0.10, atom 26 (C): -0.09, atom 27 (C): -0.28, atom 28 (N): -0.20, atom 29 (C): -0.25, atom 30 (C): -0.09, atom 31 (C): -0.24, atom 32 (C): -0.08, atom 33 (H): 0.08, atom 34 (H): 0.07, atom 35 (H): 0.06, atom 36 (H): 0.12, atom 37 (H): 0.10, atom 38 (H): 0.11, atom 39 (H): 0.11, atom 40 (H): 0.05, atom 41 (H): 0.07, atom 42 (H): 0.07, atom 43 (H): 0.10, atom 44 (H): 0.11, atom 45 (H): 0.07, atom 46 (H): 0.06, atom 47 (H): 0.05, atom 48 (C): -0.09, atom 49 (C): -0.28, atom 50 (N): -0.20, atom 51 (C): -0.26, atom 52 (C): -0.08, atom 53 (C): -0.25, atom 54 (C): -0.08, atom 55 (H): 0.08, atom 56 (H): 0.07, atom 57 (H): 0.06, atom 58 (H): 0.12, atom 59 (H): 0.10, atom 60 (H): 0.11, atom 61 (H): 0.10, atom 62 (H): 0.06, atom 63 (H): 0.07, atom 64 (H): 0.07, atom 65 (H): 0.10, atom 66 (H): 0.11, atom 67 (H): 0.07, atom 68 (H): 0.07, atom 69 (H): 0.05

(3)
The following is a DFT calculation (ωB97M-V with the def2-TZVPD basis set) of an isolated ion of composition C4H11N2S and charge -1 at a distorted geometry.

Element x y z (Å)
1 C -0.776 -0.274 0.346
2 N -0.159 -1.233 1.219
3 C -0.542 -2.544 0.697
4 N -0.265 -3.575 1.607
5 C -0.141 1.080 0.193
6 C 0.023 1.330 -1.283
7 S 0.988 2.850 -1.443
8 H -1.926 -0.153 0.465
9 H -0.800 -0.693 -0.625
10 H 0.788 -1.219 1.526
11 H -1.688 -2.494 0.517
12 H -0.143 -2.896 -0.292
13 H 0.625 -3.643 1.934
14 H -0.903 -3.361 2.418
15 H -0.609 1.970 0.641
16 H 0.755 0.976 0.759
17 H -0.933 1.426 -1.923
18 H 0.607 0.584 -1.842

Summary:
Spin multiplicity: 1
Molecular weight (g mol⁻¹): 119.21
Net charge: -1
HOMO (Eh): -0.0784
DFT total energy (Eh): -666.6689

Charges in e, computed with natural (NBO), in the same order as the atoms: atom 1 (C): -0.21, atom 2 (N): -0.67, atom 3 (C): -0.04, atom 4 (N): -0.84, atom 5 (C): -0.44, atom 6 (C): -0.54, atom 7 (S): -0.74, atom 8 (H): 0.15, atom 9 (H): 0.16, atom 10 (H): 0.37, atom 11 (H): 0.17, atom 12 (H): 0.15, atom 13 (H): 0.35, atom 14 (H): 0.35, atom 15 (H): 0.22, atom 16 (H): 0.20, atom 17 (H): 0.18, atom 18 (H): 0.18